# C19H58F3O17Y

C19H58F3O17Y as an isolated structure at a distorted geometry (ωB97M-V/def2-TZVPD, OMol25).

CARTESIAN COORDINATES (ANGSTROEM)
Y: -1.249 5.631 -3.136
O: -6.433 6.611 0.131
C: -5.501 6.832 1.172
C: -3.988 7.126 0.846
O: -3.678 7.482 -0.471
H: -5.575 6.017 1.893
H: -5.873 7.654 1.785
H: -3.290 6.349 1.161
H: -3.647 7.917 1.514
O: -3.631 7.812 -5.561
C: -3.513 8.762 -6.602
C: -4.456 9.986 -6.716
O: -5.532 10.065 -5.804
H: -3.378 8.259 -7.559
H: -2.497 9.127 -6.452
H: -4.820 9.901 -7.740
H: -3.852 10.883 -6.852
C: 2.281 8.724 -2.147
O: 1.439 8.200 -1.107
O: 1.512 8.132 -3.199
C: 2.660 10.242 -1.928
F: 1.551 11.037 -1.905
F: 3.419 10.505 -0.790
F: 3.272 10.709 -3.014
C: 1.830 8.234 0.303
C: 1.321 9.465 0.980
H: 1.698 10.443 0.679
H: 0.242 9.516 0.835
H: 1.552 9.356 2.039
H: 2.897 8.033 0.400
H: 1.262 7.406 0.726
H: 3.201 8.150 -2.041
C: -0.584 12.261 7.321
O: -1.071 13.639 7.255
H: -1.295 11.663 7.892
H: -0.477 11.925 6.290
H: 0.291 12.386 7.960
H: -1.174 13.940 8.161
C: 1.843 14.218 3.610
O: 1.720 15.207 4.621
H: 2.668 14.375 2.915
H: 2.164 13.298 4.098
H: 0.892 14.042 3.107
H: 0.981 14.926 5.166
C: 8.001 12.407 2.004
O: 9.117 13.211 1.450
H: 8.281 11.436 2.412
H: 7.517 12.905 2.844
H: 7.203 12.319 1.266
H: 9.829 13.281 2.090
C: 4.753 3.109 -4.709
O: 3.792 2.295 -4.199
H: 5.061 2.738 -5.686
H: 4.287 4.094 -4.752
H: 5.637 3.101 -4.072
H: 3.347 2.756 -3.484
C: 0.506 14.189 -5.530
O: 0.355 15.284 -4.685
H: -0.278 13.443 -5.399
H: 0.557 14.624 -6.528
H: 1.409 13.617 -5.317
H: 0.709 15.036 -3.828
C: 3.296 2.564 2.364
O: 3.516 3.460 1.299
H: 4.096 2.611 3.103
H: 2.321 2.855 2.756
H: 3.276 1.614 1.831
H: 2.835 3.228 0.664
C: 6.994 6.645 2.372
O: 6.918 6.049 1.091
H: 6.306 7.477 2.521
H: 6.888 5.789 3.039
H: 8.008 7.029 2.481
H: 5.999 5.783 1.011
C: -0.212 6.891 6.347
O: 0.797 6.476 7.249
H: -0.317 7.974 6.414
H: -0.055 6.587 5.312
H: -1.214 6.482 6.480
H: 0.594 6.681 8.164
C: 2.770 9.718 -8.462
O: 3.793 8.907 -7.805
H: 3.139 10.117 -9.406
H: 1.815 9.195 -8.508
H: 2.585 10.597 -7.844
H: 3.513 8.691 -6.912
C: -0.098 4.626 -7.517
O: -0.111 4.008 -6.249
H: 0.353 5.617 -7.465
H: 0.432 4.013 -8.246
H: -1.091 4.627 -7.967
H: -0.020 3.064 -6.399
C: -4.166 12.230 -1.684
O: -5.253 11.365 -1.371
H: -3.985 12.156 -2.756
H: -4.460 13.268 -1.526
H: -3.226 12.050 -1.161
H: -5.560 11.553 -0.481

Values from the calculation:
Strongest force on any atom   4.92 eV/Å
Kohn-Sham gap   2.13 eV
Energy relative to the best compared isomer or geometry (same formula, charge and spin)   23.107 eV
LUMO   0.063 Ha
E   -64622.3895 eV
Net charge   -2
Spin multiplicity   1
HOMO energy   -0.421 eV

# C19H59N15O11

A 11-piece molecular cluster, C19H59N15O11 overall at a distorted geometry (ωB97M-V/def2-TZVPD, OMol25).

CARTESIAN COORDINATES (ANGSTROEM)
C: 0.329 5.517 1.627
C: -0.489 4.614 2.554
C: 0.401 4.062 3.640
C: -1.590 5.562 3.200
C: -2.758 6.020 2.319
C: -3.350 4.810 1.735
C: -2.357 3.848 0.953
C: -3.167 2.556 0.661
C: -2.045 4.488 -0.427
N: -1.201 3.493 1.913
O: -0.273 2.681 1.266
H: -0.096 6.074 0.784
H: 0.963 6.228 2.148
H: 1.069 4.886 1.060
H: 0.797 4.825 4.309
H: -0.077 3.316 4.211
H: 1.323 3.621 3.080
H: -2.031 5.013 4.026
H: -1.068 6.425 3.583
H: -3.470 6.600 2.914
H: -2.418 6.632 1.465
H: -4.079 5.102 0.944
H: -3.899 4.262 2.496
H: -3.759 2.225 1.521
H: -2.426 1.742 0.526
H: -3.842 2.708 -0.186
H: -1.506 3.796 -1.067
H: -1.683 5.521 -0.394
H: -3.007 4.506 -0.881
H: 0.373 3.111 0.640
N: -2.348 0.196 3.183
C: -1.238 -0.523 2.867
N: -0.006 -0.010 3.099
O: -1.278 -1.659 2.349
H: -3.237 -0.197 2.890
H: -2.285 1.212 3.202
H: 0.806 -0.605 3.175
H: 0.139 0.958 3.170
N: -1.242 0.832 -2.366
C: -1.545 -0.324 -3.023
N: -0.953 -0.462 -4.236
O: -2.285 -1.270 -2.638
H: -1.896 1.052 -1.613
H: -0.796 1.518 -2.993
H: -0.103 0.019 -4.381
H: -0.921 -1.407 -4.396
N: 2.255 -5.795 -1.306
C: 1.755 -6.082 -0.066
N: 0.708 -6.995 -0.018
O: 2.267 -5.448 0.876
H: 2.684 -4.895 -1.386
H: 1.788 -6.042 -2.151
H: 0.493 -7.460 -0.894
H: 0.780 -7.684 0.737
N: -3.353 -1.759 0.081
C: -4.302 -0.823 0.441
N: -4.744 -0.232 -0.758
O: -4.816 -0.645 1.505
H: -2.784 -1.945 0.886
H: -2.920 -1.858 -0.784
H: -4.254 -0.481 -1.624
H: -5.512 0.368 -0.881
N: -0.766 -4.173 -2.313
C: -1.101 -5.481 -2.532
N: -2.317 -5.912 -2.157
O: -0.243 -6.186 -3.059
H: 0.106 -3.932 -2.810
H: -1.445 -3.411 -2.080
H: -2.597 -6.833 -2.489
H: -3.061 -5.200 -2.046
N: 5.029 -0.743 -1.207
C: 4.087 0.083 -0.581
N: 3.259 -0.607 0.242
O: 4.010 1.302 -0.803
H: 6.003 -0.453 -1.379
H: 4.930 -1.704 -1.101
H: 3.407 -1.587 0.369
H: 2.303 -0.207 0.432
N: 0.832 -3.062 1.012
C: 1.089 -2.516 -0.217
N: 0.340 -1.438 -0.618
O: 2.116 -2.880 -0.874
H: 0.053 -2.758 1.602
H: 1.195 -4.032 1.137
H: -0.563 -1.248 -0.202
H: 0.745 -0.974 -1.433
C: 4.650 -3.436 2.213
O: 4.316 -3.596 0.837
H: 5.426 -2.712 2.231
H: 3.869 -3.047 2.837
H: 5.051 -4.318 2.671
H: 3.383 -3.983 0.857
C: 2.966 -1.981 -4.046
O: 1.758 -2.249 -3.379
H: 3.304 -1.104 -3.449
H: 3.645 -2.776 -3.978
H: 2.630 -1.648 -5.056
H: 1.947 -2.448 -2.437
C: 2.371 3.898 -1.838
O: 1.837 2.959 -0.868
H: 1.579 4.596 -2.108
H: 3.243 4.321 -1.399
H: 2.547 3.418 -2.797
H: 2.541 2.262 -0.744

Values from the calculation:
Strongest force on any atom   5.03 eV/Å
Kohn-Sham gap   9.34 eV
Energy relative to the best compared isomer or geometry (same formula, charge and spin)   0.000 eV
LUMO   0.010 Ha
E   -65539.7390 eV
Structure (SMILES)   CC1(C)CCCC(C)(C)N1O.NC(N)=O.NC(N)=O.NC(N)=O.NC(N)=O.NC(N)=O.NC(N)=O.NC(N)=O.CO.CO.CO
Spin multiplicity   1
HOMO energy   -9.055 eV